{"formula": "C25H49IrNO2SSi2", "method": "ωB97M-V/def2-TZVPD", "total_energy_ev": -61723.5861, "e_above_lowest_kcal_mol": 3.17, "total_charge": 1, "multiplicity": 5, "symbols": ["O", "O", "C", "C", "H", "H", "H", "H", "H", "C", "C", "H", "H", "H", "H", "H", "C", "C", "C", "H", "H", "H", "H", "H", "C", "H", "H", "H", "H", "H", "H", "Ir", "C", "Si", "H", "H", "C", "C", "C", "C", "Si", "H", "H", "C", "C", "C", "H", "H", "H", "H", "H", "H", "H", "H", "H", "H", "H", "H", "H", "H", "H", "H", "H", "H", "S", "C", "C", "C", "C", "C", "C", "C", "C", "C", "N", "H", "H", "H", "H", "H", "H"], "positions_angstrom": [[0.48777, 1.91412, -0.64743], [2.57484, 1.62047, -5.52028], [-0.39458, 2.89253, -1.22631], [-0.81247, 4.04511, -0.30120], [-1.29482, 2.38034, -1.54989], [0.04025, 3.29405, -2.13924], [-1.23503, 3.66848, 0.62539], [-1.57127, 4.66332, -0.78030], [0.02510, 4.69577, -0.05367], [1.70886, 2.46033, -0.13376], [2.62812, 3.18901, -1.11571], [2.26948, 1.63265, 0.28689], [1.49019, 3.13856, 0.68824], [3.04897, 2.48985, -1.82852], [3.46705, 3.63880, -0.58557], [2.12049, 3.98613, -1.65529], [3.50368, 0.68151, -6.06716], [2.43778, 2.84591, -6.24281], [4.77109, 0.63770, -5.21110], [3.74148, 0.88104, -7.11405], [3.04859, -0.30754, -6.05716], [5.28040, 1.59950, -5.19437], [5.47016, -0.10684, -5.58998], [4.52574, 0.37128, -4.18384], [3.73018, 3.67099, -6.32663], [1.67956, 3.44370, -5.74017], [2.05043, 2.65356, -7.24358], [4.14191, 3.86424, -5.33723], [3.53994, 4.63453, -6.79904], [4.49304, 3.16488, -6.91705], [0.41026, -0.03690, -4.86380], [0.00000, 0.00000, 0.00000], [-0.13796, -0.93078, -5.07894], [-1.25073, -0.76374, -6.60080], [0.63941, -1.62670, -5.36269], [-0.69097, -1.39716, -4.30368], [-2.03776, 0.93326, -6.73580], [-2.63595, -2.01826, -6.54577], [-0.30826, -1.13196, -8.18047], [-2.05364, 0.11342, -0.31586], [-3.43286, -0.97839, 0.39637], [-2.36313, 0.42674, -1.31105], [-1.96704, 1.02805, 0.26066], [-4.32387, -1.89382, -0.97254], [-4.73327, 0.12938, 1.16506], [-2.88419, -2.22167, 1.67125], [-0.98642, -1.20972, -9.02921], [0.23001, -2.07575, -8.10041], [0.41401, -0.35461, -8.41238], [-2.75916, 1.09883, -5.93719], [-2.57025, 1.03940, -7.67977], [-1.29336, 1.72411, -6.68830], [-3.11445, -2.03093, -5.57064], [-2.26414, -3.01878, -6.75412], [-3.40029, -1.79313, -7.28806], [-4.93063, 0.99474, 0.53377], [-4.43810, 0.48884, 2.14756], [-5.67214, -0.40793, 1.29036], [-2.47791, -1.73394, 2.55356], [-2.12399, -2.88435, 1.26189], [-3.71810, -2.84222, 1.99468], [-5.19967, -2.41092, -0.58252], [-3.69518, -2.64386, -1.44524], [-4.66893, -1.20627, -1.74350], [0.83080, 0.75157, 4.34075], [-0.76241, 1.29108, 4.13013], [-1.14556, 1.10401, 2.80220], [-0.12728, 0.52094, 2.03967], [1.01618, 0.28318, 2.73984], [2.13562, -0.28788, 2.00314], [3.37877, -0.58414, 2.56636], [4.37700, -1.11104, 1.74222], [4.12105, -1.32991, 0.38260], [2.86059, -1.01822, -0.14111], [1.90203, -0.50824, 0.67588], [-1.38620, 1.72152, 4.90206], [-2.11965, 1.38333, 2.43115], [3.57254, -0.40745, 3.61697], [5.34864, -1.34674, 2.15632], [4.89320, -1.73540, -0.25779], [2.64832, -1.17875, -1.18951]]}